The following is a DFT calculation (the ωB97M-V functional and the def2-TZVPD basis) of 5 unconnected molecules or ions with the total composition CH11NO4 at a distorted geometry.

Each line ends with the Mulliken charge.
Cartesian coordinates (Å):
C 1.244 -0.531 0.082  -0.888
N 1.111 0.449 -0.818  -0.080
H 2.012 -0.259 0.880  0.310
H 0.307 -0.612 0.740  0.611
H 1.741 -1.371 -0.405  0.382
H 0.713 1.241 -0.306  0.405
H 0.986 2.122 2.080  0.216
O 0.832 1.246 1.717  -0.795
H -1.529 0.705 0.078  0.338
H -0.678 1.542 1.043  0.423
O -1.436 1.605 0.418  -0.686
H -1.407 -1.057 -2.488  0.212
H 0.486 0.169 -1.640  0.375
O -0.725 -0.786 -1.859  -0.811
H -0.841 -1.311 -0.626  0.342
H -1.867 -1.596 0.688  0.297
O -0.947 -1.555 0.415  -0.653

Atoms 1-2, force components in eV/Å:
4.563 -0.372 -2.498
-2.046 0.113 1.235

Gap between HOMO and LUMO in eV: 5.38
Electronic energy in Ha: -400.1249
Spin multiplicity: 1
ΔE to the lowest compared entry with this formula, charge and spin in kJ/mol: 778.8
HOMO in eV: -9.796


The following is a DFT calculation (the ωB97M-V functional and the def2-TZVPD basis) of 2 unconnected molecules or ions with the total composition C14H17N2O2 at a distorted geometry.

Each line ends with the Mulliken charge.
Cartesian coordinates (Å):
C 2.776 0.414 -2.895  -0.667
O 1.385 0.740 -2.726  -0.249
C 0.443 -0.139 -2.621  -0.090
C -0.924 0.247 -2.806  0.868
C -1.874 -0.793 -2.889  -0.345
C -3.229 -0.495 -2.975  -0.635
C -3.668 0.841 -3.003  -0.367
C -2.714 1.879 -2.978  -0.480
C -1.351 1.604 -2.899  -0.432
H 3.254 1.392 -2.941  0.265
H 3.159 -0.165 -2.042  0.335
H 2.935 -0.128 -3.835  0.340
H 0.700 -1.200 -2.507  0.444
H -1.477 -1.807 -2.887  0.370
H -3.952 -1.309 -3.039  0.391
H -4.738 1.063 -3.044  0.412
H -3.064 2.912 -3.039  0.395
H -0.606 2.398 -2.933  0.428
O 1.799 -2.582 1.817  -0.659
C 1.464 -1.530 2.356  0.575
C 2.147 -1.016 3.622  -0.507
C 1.301 -0.112 4.532  -0.680
C 0.449 0.867 3.726  -0.639
C -0.431 0.137 2.690  -0.586
C 0.364 -0.733 1.789  0.051
N -0.296 -1.400 0.795  0.896
N -0.800 -1.914 -0.100  -0.915
H 2.504 -1.877 4.202  0.311
H 3.043 -0.444 3.320  0.281
H 0.666 -0.729 5.184  0.320
H 1.980 0.450 5.186  0.301
H -0.187 1.455 4.400  0.323
H 1.115 1.570 3.203  0.317
H -1.181 -0.478 3.230  0.306
H -0.989 0.882 2.106  0.323

Atoms 1-2, force components in eV/Å:
0.866 -0.251 0.187
-1.615 -0.572 0.164

Net charge: +1
Gap between HOMO and LUMO in eV: 5.77
Electronic energy in Ha: -803.3281
Spin multiplicity: 1
HOMO in eV: -11.298


The following is a DFT calculation (the ωB97M-V functional and the def2-TZVPD basis) of a gas-phase ion, C12H14N3 (charge +1) at a distorted geometry.

Each line ends with the Mulliken charge.
Cartesian coordinates (Å):
C 1.633 -2.379 -2.334  -0.681
C 2.665 -1.527 -2.013  -0.558
C 0.332 -2.113 -1.915  -0.916
C 2.356 -0.417 -1.275  -0.767
C -0.680 2.600 1.221  -0.857
C -1.413 2.414 2.383  -0.260
C -0.711 1.400 0.276  -0.098
C -0.050 -1.091 -1.058  1.214
C 0.991 -0.219 -0.760  0.330
C -1.591 -1.090 -0.627  -1.325
C 0.859 0.937 0.220  0.241
C -2.155 -0.597 0.621  0.224
N -2.018 1.116 2.234  -0.592
N -1.765 0.592 0.998  0.674
N 1.403 0.497 1.511  -0.470
H 1.805 -3.258 -2.981  0.353
H 3.639 -1.712 -2.471  0.387
H -0.568 -2.658 -2.368  0.225
H 3.176 0.316 -1.010  0.313
H 0.151 3.316 1.127  0.357
H -1.227 2.711 3.424  0.365
H -1.029 1.408 -0.793  0.411
H -1.997 -0.265 -1.324  0.403
H -2.044 -2.056 -0.960  0.455
H 1.444 1.905 -0.124  0.363
H -2.954 -1.073 1.174  0.463
H 1.494 -0.557 1.659  0.288
H -2.749 0.757 2.819  0.184
H 1.003 1.045 2.344  0.274

Atoms 1-2, force components in eV/Å:
-1.329 -0.942 -0.671
0.316 0.062 -0.525

Net charge: +1
Gap between HOMO and LUMO (alpha / beta) in eV: 8.07 / 8.07
Electronic energy in Ha: -629.5660
Spin multiplicity: 1
ΔE to the lowest compared entry with this formula, charge and spin in kJ/mol: 255.5
SMILES: N[C@H]1c2ccccc2CC=[N+]2NC=C[C@@H]12
HOMO (alpha / beta) in eV: -12.253 / -12.253


The following is a DFT calculation (the ωB97M-V functional and the def2-TZVPD basis) of a molecular structure, C16H22N3O4Yb.

Each line ends with the Mulliken charge.
Cartesian coordinates (Å):
Yb 0.044 -1.513 -0.060  1.138
C -0.543 -3.465 3.963  -1.445
C -0.516 -2.302 3.008  0.655
O -0.089 -2.559 1.813  -0.687
C -0.910 -1.052 3.406  -0.856
C -0.976 0.140 2.597  1.305
C -1.359 1.407 3.307  -1.309
N -0.732 0.155 1.316  0.150
N -0.865 1.434 0.721  -0.724
C -0.379 1.417 -0.477  0.478
O 0.175 0.381 -1.042  -0.651
C -0.491 2.667 -1.289  0.261
C -1.079 3.812 -0.750  -0.284
C -1.187 4.966 -1.506  -0.663
C -0.708 4.988 -2.813  -0.354
C -0.120 3.855 -3.351  -0.688
C -0.010 2.697 -2.589  -0.258
H -0.241 -4.373 3.447  0.347
H -1.541 -3.606 4.379  0.351
H 0.135 -3.294 4.801  0.308
H -1.221 -0.938 4.436  0.229
H -1.554 1.208 4.359  0.375
H -2.238 1.854 2.843  0.300
H -0.568 2.153 3.217  0.313
H -1.447 3.776 0.266  0.443
H -1.645 5.848 -1.075  0.377
H -0.799 5.890 -3.404  0.371
H 0.256 3.872 -4.366  0.387
H 0.451 1.806 -2.995  0.436
N 1.966 -1.940 -3.864  -0.408
C 1.171 -2.137 -2.808  0.677
O 1.652 -2.145 -1.656  -0.721
C -0.312 -2.308 -3.052  -0.445
C -1.100 -2.686 -1.806  -1.459
H 2.948 -1.779 -3.722  0.241
H 1.580 -1.916 -4.790  0.198
H -0.394 -2.995 -3.910  0.468
H -0.641 -1.335 -3.440  0.300
H -1.016 -3.764 -1.622  0.352
H -2.160 -2.485 -1.974  0.353
C 2.751 -0.992 2.132  -0.559
O 2.226 -0.932 0.804  -0.297
H 3.366 -0.115 2.331  0.306
H 3.328 -1.904 2.281  0.275
H 1.894 -0.989 2.800  0.139
H 2.902 -0.798 0.131  0.276

Atoms 1-2, force components in eV/Å:
0.760 -0.469 0.087
-0.014 -0.019 0.209

Gap between HOMO and LUMO (alpha / beta) in eV: 7.55 / 7.55
Electronic energy in Ha: -2246.9159
Spin multiplicity: 2
ΔE to the lowest compared entry with this formula, charge and spin in kJ/mol: 0.0
HOMO (alpha / beta) in eV: -7.241 / -7.240
⟨S²⟩: 0.751


The following is a DFT calculation (the ωB97M-V functional and the def2-TZVPD basis) of a single C3H2ClNO molecule at a distorted geometry.

Each line ends with the Mulliken charge.
Cartesian coordinates (Å):
C 0.824 0.454 0.013  -0.399
C -0.203 -0.640 0.094  0.517
C -1.594 -0.145 -0.152  0.129
H 0.511 1.167 0.766  0.311
H 0.635 0.925 -0.955  0.335
N -2.699 0.113 -0.454  -0.333
O 0.092 -1.738 0.418  -0.424
Cl 2.434 -0.136 0.270  -0.136

Atoms 1-2, force components in eV/Å:
-1.151 0.209 -0.573
0.628 0.920 0.574

Gap between HOMO and LUMO in eV: 10.96
Electronic energy in Ha: -705.6662
Spin multiplicity: 1
ΔE to the lowest compared entry with this formula, charge and spin in kJ/mol: 47.0
SMILES: N#CC(=O)CCl
HOMO in eV: -11.518


The following is a DFT calculation (the ωB97M-V functional and the def2-TZVPD basis) of a molecular structure, C39H44BN5NaOPSTe.

Each line ends with the Mulliken charge.
Cartesian coordinates (Å):
Na -0.749 0.115 0.347  0.787
C 0.537 -2.223 6.239  -0.873
C 0.802 -0.766 5.865  -0.936
N 1.843 -0.590 4.877  0.244
C 3.219 -0.585 5.346  -0.673
C 3.950 -1.906 5.108  -1.056
C 1.599 -0.435 3.510  0.497
S -0.060 -0.624 3.010  -0.539
N 2.692 -0.244 2.827  -0.016
C 2.823 0.054 1.480  -1.357
O 1.858 0.137 0.669  0.284
C 4.168 0.291 1.033  0.422
C 5.260 -0.030 1.854  -0.186
C 6.571 0.271 1.556  -1.112
C 6.813 1.081 0.398  -0.345
C 5.822 1.441 -0.444  -1.158
C 4.406 0.920 -0.335  1.058
H -0.270 -2.289 6.976  0.403
H 1.425 -2.698 6.662  0.260
H 0.236 -2.773 5.345  0.127
H 1.086 -0.201 6.760  0.392
H -0.113 -0.335 5.468  0.406
H 3.202 -0.357 6.416  0.404
H 3.760 0.208 4.832  0.441
H 3.517 -2.717 5.698  0.366
H 5.008 -1.813 5.371  0.316
H 3.880 -2.165 4.050  0.149
H 5.027 -0.534 2.785  0.344
H 7.378 0.002 2.226  0.373
H 7.818 1.453 0.208  0.334
H 6.043 2.084 -1.293  0.296
H 3.704 1.757 -0.468  0.141
N 0.174 1.379 -2.959  0.253
P 0.070 -0.284 -2.494  0.039
C -0.264 -0.928 -4.186  0.148
C -1.597 -1.029 -4.591  -0.629
C -1.917 -1.531 -5.845  -0.647
C -0.909 -1.956 -6.702  -0.461
C 0.419 -1.873 -6.302  -0.637
C 0.740 -1.357 -5.051  -0.362
C 1.804 -0.752 -2.213  0.640
C 2.740 0.190 -2.137  -1.230
C 4.121 -0.001 -1.610  0.710
C 4.444 -1.442 -1.389  -1.118
C 3.531 -2.404 -1.476  -0.820
C 2.079 -2.143 -1.726  -0.336
C 0.268 2.390 -2.025  0.121
C 0.467 3.725 -2.406  -1.034
C 0.639 4.666 -1.414  -0.314
C 0.620 4.276 -0.079  -0.921
C 0.406 2.939 0.198  -0.341
N 0.216 2.021 -0.748  0.459
H 0.288 1.632 -3.926  0.206
H -2.382 -0.720 -3.908  0.516
H -2.955 -1.603 -6.148  0.401
H -1.158 -2.361 -7.676  0.365
H 1.207 -2.212 -6.964  0.392
H 1.774 -1.292 -4.729  0.358
H 2.495 1.209 -2.420  0.519
H 4.809 0.395 -2.369  0.527
H 5.466 -1.681 -1.111  0.308
H 3.803 -3.435 -1.275  0.364
H 1.649 -2.898 -2.388  0.506
H 0.497 3.996 -3.455  0.445
H 0.801 5.704 -1.680  0.373
H 0.778 4.986 0.721  0.430
H 0.400 2.567 1.219  0.417
C -0.957 -8.566 -0.815  -1.596
C -0.501 -7.142 -0.613  0.897
C -0.758 -6.162 -1.555  -0.858
C -0.349 -4.839 -1.373  1.208
C -0.747 -3.826 -2.420  -1.301
C 0.371 -4.481 -0.223  -0.504
Te 1.042 -2.468 0.194  0.067
C 0.608 -5.466 0.756  1.257
C 1.314 -5.143 2.052  -1.830
C 0.171 -6.769 0.546  -1.023
H -1.433 -8.690 -1.788  0.339
H -1.677 -8.862 -0.048  0.328
H -0.116 -9.262 -0.759  0.335
H -1.312 -6.421 -2.454  0.291
H -1.667 -4.134 -2.920  0.481
H 0.016 -3.705 -3.195  0.293
H -0.914 -2.848 -1.966  -0.006
H 0.785 -4.370 2.612  0.328
H 2.317 -4.755 1.870  0.335
H 1.385 -6.033 2.680  0.373
H 0.360 -7.517 1.313  0.299
B -5.578 0.820 -0.786  0.074
C -4.049 0.752 -0.367  0.066
N -2.930 0.690 -0.083  -0.795
H -5.925 1.990 -0.785  -0.170
H -6.228 0.175 0.019  -0.160
H -5.678 0.344 -1.906  -0.171

Atoms 1-2, force components in eV/Å:
0.331 -0.082 0.421
0.000 -0.019 -0.023

Net charge: -2
Gap between HOMO and LUMO in eV: 4.27
Electronic energy in Ha: -3056.3592
Spin multiplicity: 1
HOMO in eV: -0.537


The following is a DFT calculation (the ωB97M-V functional and the def2-TZVPD basis) of a molecular structure, C43H33BCaCl2N5O4P.

Each line ends with the Mulliken charge.
Cartesian coordinates (Å):
Ca -0.092 0.524 -0.202  2.342
O -0.569 2.407 -1.351  -1.014
C -1.171 3.426 -0.859  0.428
C -0.738 4.744 -1.187  -0.576
C -1.355 5.872 -0.700  -0.353
C -2.463 5.777 0.147  -0.644
C -2.909 4.514 0.486  -0.657
C -2.304 3.341 0.023  1.000
C -2.874 2.095 0.522  -0.812
N -2.426 0.915 0.329  0.062
N -3.150 -0.102 0.953  -0.861
C -2.392 -1.157 1.132  -0.132
O -1.157 -1.290 0.851  0.127
C -3.074 -2.340 1.764  0.078
C -2.302 -3.432 2.147  0.045
C -2.893 -4.554 2.712  -0.892
C -4.268 -4.597 2.900  -0.425
C -5.046 -3.509 2.518  -0.584
C -4.454 -2.389 1.954  -0.534
H 0.120 4.817 -1.846  0.391
H -0.970 6.849 -0.978  0.328
H -2.949 6.662 0.537  0.367
H -3.759 4.412 1.155  0.253
H -3.765 2.204 1.150  0.219
H -1.235 -3.384 1.973  0.588
H -2.277 -5.400 2.995  0.400
H -4.733 -5.474 3.336  0.357
H -6.121 -3.538 2.657  0.365
H -5.041 -1.533 1.651  0.446
O 0.372 0.046 3.498  -0.514
N 1.276 -0.767 2.870  0.109
C 1.310 -1.922 3.390  -0.983
C 2.297 -2.955 3.000  0.318
C 2.922 -3.602 4.071  -0.688
C 3.883 -4.576 3.875  -0.674
C 4.230 -4.935 2.581  -0.744
C 3.594 -4.325 1.512  -0.111
C 2.620 -3.339 1.688  -0.034
P 1.697 -2.648 0.239  1.774
C 0.473 -4.001 -0.014  0.058
C -0.625 -3.702 -0.822  0.183
C -1.623 -4.641 -1.035  -0.683
C -1.557 -5.883 -0.420  -0.753
C -0.481 -6.184 0.402  -0.640
C 0.527 -5.250 0.602  -0.358
C 2.917 -2.946 -1.099  0.065
C 2.528 -3.414 -2.350  -0.771
C 3.424 -3.434 -3.411  -0.512
C 4.730 -3.003 -3.232  -0.694
C 5.131 -2.533 -1.987  -0.726
C 4.229 -2.492 -0.935  -0.112
H 0.340 0.845 2.927  0.485
H 0.650 -2.149 4.229  0.421
H 2.649 -3.310 5.079  0.462
H 4.360 -5.048 4.725  0.360
H 4.978 -5.698 2.401  0.405
H 3.847 -4.630 0.504  0.470
H -0.707 -2.720 -1.267  0.077
H -2.465 -4.385 -1.665  0.426
H -2.350 -6.606 -0.566  0.363
H -0.428 -7.145 0.899  0.405
H 1.351 -5.499 1.258  0.258
H 1.508 -3.732 -2.523  0.461
H 3.077 -3.757 -4.383  0.425
H 5.426 -3.012 -4.062  0.339
H 6.144 -2.178 -1.837  0.401
H 4.545 -2.091 0.022  0.493
Cl 1.071 4.036 3.674  -0.290
C 2.191 3.468 2.470  0.745
C 3.471 4.031 2.437  -0.666
C 4.393 3.616 1.520  0.821
Cl 5.988 4.347 1.516  -0.321
C 4.071 2.611 0.579  -0.097
C 4.958 2.119 -0.406  -0.913
C 4.540 1.153 -1.275  -1.184
C 3.223 0.666 -1.169  -0.555
N 2.387 1.093 -0.258  0.937
C 2.773 2.053 0.617  -0.305
C 1.770 2.468 1.588  -0.363
O 0.611 1.931 1.610  -0.648
H 3.723 4.802 3.152  0.427
H 5.961 2.523 -0.459  0.384
H 5.194 0.758 -2.041  0.503
H 2.850 -0.085 -1.858  0.627
B 0.456 -1.992 -4.753  0.486
C 0.345 -1.250 -3.352  -0.274
N 0.299 -0.759 -2.306  -0.741
H -0.435 -1.599 -5.479  -0.194
H 1.553 -1.741 -5.218  -0.234
H 0.344 -3.188 -4.530  -0.216

Atoms 1-2, force components in eV/Å:
0.114 -0.227 -0.070
-0.045 0.067 0.213

Net charge: -2
Gap between HOMO and LUMO in eV: 6.03
Electronic energy in Ha: -4197.5968
Spin multiplicity: 1
ΔE to the lowest compared entry with this formula, charge and spin in kJ/mol: 21.8
HOMO in eV: -2.067


The following is a DFT calculation (the ωB97M-V functional and the def2-TZVPD basis) of a single C17H23NO4SSi molecule at a distorted geometry.

Each line ends with the Mulliken charge.
Cartesian coordinates (Å):
O 1.415 -0.679 -3.699  -0.665
O -0.542 -1.966 -2.528  -0.689
O 3.277 2.265 -0.311  -0.424
O -4.932 -0.649 2.646  -0.627
C 3.811 -4.022 -0.836  -0.350
C 4.276 -3.006 -1.690  -0.830
C 2.465 -4.208 -0.575  -0.647
C -1.902 -0.327 -0.630  -1.007
C -0.626 1.364 0.588  -0.450
C -2.956 -0.070 0.209  -0.422
C -1.682 1.525 1.459  -0.926
C 3.295 -2.080 -2.134  -0.039
C 1.572 -3.218 -0.954  -0.133
C -0.716 0.381 -0.456  1.008
C -2.835 0.767 1.312  0.526
C 1.979 -2.201 -1.769  0.190
N 0.477 0.112 -1.264  0.440
C 4.039 2.737 -1.341  -0.743
C 2.610 1.055 -0.594  -0.373
C 1.474 1.162 -1.554  -1.246
C -3.449 1.362 4.181  -1.156
C -5.462 2.018 1.885  -1.083
Si -4.259 0.849 2.530  0.316
S 0.674 -1.100 -2.461  0.989
H -4.557 -1.485 2.935  0.316
H 4.582 -4.742 -0.514  0.317
H 5.261 -2.919 -2.028  0.456
H 2.123 -5.055 0.086  0.306
H -2.064 -0.951 -1.516  0.450
H 0.221 1.953 0.727  0.531
H -3.878 -0.598 0.131  0.434
H -1.668 2.221 2.344  0.050
H 3.449 -1.319 -2.880  0.528
H 0.502 -3.319 -0.641  0.329
H 4.878 3.366 -1.110  0.315
H 4.535 1.939 -1.892  0.304
H 3.409 3.282 -2.141  0.249
H 2.242 0.741 0.374  0.393
H 3.326 0.246 -0.976  0.408
H 1.859 1.183 -2.580  0.389
H 1.025 2.147 -1.339  0.487
H -2.893 2.259 4.101  0.425
H -4.287 1.639 4.804  0.325
H -2.935 0.576 4.772  0.278
H -4.958 2.584 1.162  0.375
H -6.330 1.438 1.586  0.262
H -5.845 2.741 2.583  0.412

Atoms 1-2, force components in eV/Å:
-2.691 0.204 2.613
2.457 2.436 -0.134

Gap between HOMO and LUMO in eV: 9.17
Electronic energy in Ha: -1704.9487
Spin multiplicity: 1
ΔE to the lowest compared entry with this formula, charge and spin in kJ/mol: 93.9
SMILES: COCCN(c1ccc([Si](C)(C)O)cc1)S(=O)(=O)c1ccccc1
HOMO in eV: -8.593